This record from the OMol25 dataset describes a molecular structure, C42H36BMnN6O2 in a non-equilibrium geometry. The level of theory is ωB97M-V with the def2-TZVPD basis set.

```
88
Properties=species:S:1:pos:R:3:mulliken_spin:R:1
Mn -0.24 1.16 -0.46 3.003
C 0.99 3.91 5.46 0.001
C 0.97 2.92 4.35 0.005
C 2.15 2.47 3.77 -0.002
C 2.14 1.65 2.67 0.008
C 0.98 1.20 2.08 0.013
N 0.99 0.50 0.89 -0.003
C 2.01 -0.38 0.67 0.002
C 2.40 -1.29 1.69 -0.015
C 3.33 -2.27 1.47 -0.001
C 3.89 -2.45 0.20 0.002
C 4.88 -3.53 -0.11 0.000
C 3.50 -1.61 -0.80 -0.002
C 2.58 -0.57 -0.60 0.009
N 2.25 0.17 -1.73 0.051
C 3.06 0.37 -2.80 0.027
C 2.36 1.07 -3.78 -0.002
C 1.10 1.22 -3.23 0.041
N 1.03 0.73 -1.96 -0.155
C -0.18 1.66 2.67 -0.016
C -0.19 2.45 3.81 0.000
N -1.43 1.24 2.18 0.098
C -2.46 0.81 2.91 0.016
C -3.47 0.49 2.03 0.015
C -2.94 0.76 0.76 0.015
N -1.68 1.17 0.88 -0.219
H 1.05 3.45 6.46 0.001
H 0.03 4.40 5.43 0.000
H 1.79 4.64 5.34 0.000
H 3.10 2.83 4.14 0.000
H 3.10 1.34 2.24 -0.001
H 1.98 -1.14 2.68 0.003
H 3.59 -2.92 2.30 0.000
H 5.81 -3.36 0.44 0.000
H 5.04 -3.57 -1.20 0.000
H 4.50 -4.51 0.19 0.000
H 3.78 -1.81 -1.85 0.000
H 4.11 0.13 -2.79 0.001
H 2.78 1.44 -4.70 0.000
H 0.24 1.74 -3.67 -0.003
H -1.14 2.79 4.21 0.001
H -2.46 0.71 4.00 0.001
H -4.47 0.14 2.27 0.000
H -3.31 0.61 -0.22 0.005
O -3.15 -2.64 0.81 0.000
B -1.89 -2.41 0.25 0.010
O -0.97 -2.12 1.24 -0.012
C -1.65 -2.28 2.41 0.009
C -1.14 -2.13 3.69 0.000
C -2.05 -2.28 4.73 0.000
C -3.40 -2.56 4.48 0.000
C -3.89 -2.73 3.19 0.000
C -2.97 -2.58 2.16 -0.004
H -0.11 -1.84 3.79 0.000
H -1.72 -2.10 5.75 0.000
H -4.05 -2.60 5.34 0.000
H -4.93 -2.95 3.06 0.000
C 1.97 -3.58 -3.26 -0.002
C 1.66 -4.09 -1.99 0.001
C 0.62 -3.59 -1.24 0.002
C -0.32 -2.68 -1.84 -0.007
C -1.54 -2.25 -1.21 0.045
C -2.51 -1.63 -1.97 0.027
C -2.27 -1.33 -3.33 -0.019
C -1.08 -1.62 -3.92 0.009
C -0.10 -2.35 -3.19 -0.030
C 1.10 -2.72 -3.86 0.001
H 2.83 -3.89 -3.81 0.000
H 2.33 -4.84 -1.55 0.000
H 0.50 -3.92 -0.21 -0.001
H -3.51 -1.56 -1.61 0.008
H -3.10 -0.92 -3.90 0.001
H -0.93 -1.40 -4.99 0.001
H 1.33 -2.25 -4.81 0.001
N -0.51 3.13 -1.10 0.038
C -1.20 3.65 -2.27 -0.014
C -0.45 4.22 -3.30 -0.001
C -1.16 4.62 -4.45 0.000
C -2.51 4.47 -4.57 0.003
C -3.22 3.76 -3.56 0.007
C -2.55 3.35 -2.44 -0.001
H -0.92 3.63 -0.30 0.020
H 0.44 3.47 -1.22 0.008
H 0.61 4.43 -3.21 0.000
H -0.69 5.10 -5.28 0.000
H -3.06 4.83 -5.41 0.000
H -4.25 3.52 -3.67 0.000
H -3.13 2.85 -1.68 -0.005
```

Values from the calculation:
Strongest force on any atom = 1.91 eV/A
2S+1 = 4
Total charge = +1
E_tot = -89168.50543 eV